{
  "formula": "C6H11IN",
  "method": "ωB97M-V with the def2-TZVPD basis set",
  "e_above_lowest_kcal_mol": 52.2,
  "smiles": "C=C(C)[NH2+][C@H]1C[C@@H]1I",
  "charge": 1,
  "symbols": ["C", "C", "C", "N", "C", "C", "C", "I", "H", "H", "H", "H", "H", "H", "H", "H", "H", "H", "H"],
  "positions_angstrom": [[-1.433341, -1.106189, 0.477699], [-0.920043, -0.459690, -0.553958], [-1.713844, 0.089144, -1.700929], [0.515509, -0.356677, -0.824017], [1.292993, -0.234823, 0.496841], [2.028067, 1.110069, 0.691190], [0.797137, 0.792074, 1.502052], [0.875392, 0.031608, 3.602061], [-1.031841, -1.577480, 1.276656], [-2.594268, -1.132115, 0.489067], [-2.632834, 0.295845, -1.311814], [-1.945956, -0.709871, -2.399693], [-1.396230, 1.063489, -2.204832], [0.734319, 0.373824, -1.484859], [0.915455, -1.317995, -1.210246], [1.611858, -1.165275, 0.786625], [3.078345, 1.184653, 1.029615], [1.883892, 1.750422, -0.107713], [-0.064608, 1.368988, 1.446255]],
  "forces_ev_per_a": [[-3.9, 1.6, -2.4], [-0.5, 0.0, -1.2], [1.3, 0.4, -0.9], [1.9, -3.4, 1.6], [-0.9, 4.0, -1.0], [0.6, -2.2, 1.6], [2.4, -1.9, 1.2], [0.2, 0.6, -1.5], [1.8, -1.3, 2.2], [2.2, 0.1, 0.0], [-2.7, 0.8, 1.1], [0.5, 0.1, -0.6], [0.1, -1.5, 0.7], [0.1, 0.3, -0.2], [-1.2, 2.5, 0.4], [1.0, -1.8, 0.9], [-0.9, -0.4, 0.3], [-0.6, 1.5, -1.5], [-1.4, 0.7, -0.6]]
}